(1)
Density functional theory data (wB97M-V/def2-TZVPD) for a cluster of 2 separate species, C41H49BF6O2S in total at a distorted geometry.

Atoms and positions in Å:
C 2.768 1.668 5.018
C 1.811 1.421 3.891
C 0.904 2.403 3.494
C -0.150 2.098 2.629
C -1.173 3.176 2.363
C -0.134 0.870 1.930
C -1.176 0.761 0.816
C -1.519 -0.735 0.467
C -3.006 -1.009 0.610
C -3.394 -2.470 0.804
C -3.533 -0.143 1.770
C -2.995 -0.251 3.084
C -2.017 -1.313 3.550
C -3.378 0.709 4.032
C -4.222 1.782 3.705
C -4.723 2.718 4.762
C -4.618 1.950 2.381
C -4.288 0.996 1.420
C -4.590 1.270 -0.021
C -1.017 1.769 -0.205
C 0.163 2.520 -0.397
C 0.389 2.874 -1.750
C -0.678 2.654 -2.603
C -0.584 2.740 -4.088
S -1.928 1.857 -1.674
C 0.857 -0.112 2.249
C 1.063 -1.491 1.636
C 1.811 0.192 3.229
H 2.982 0.731 5.547
H 3.718 2.085 4.657
H 2.334 2.381 5.731
H 0.954 3.396 3.955
H -0.891 4.083 2.908
H -1.305 3.462 1.307
H -2.153 2.893 2.760
H -2.061 1.195 1.277
H -1.030 -1.364 1.213
H -1.076 -1.050 -0.488
H -3.423 -0.673 -0.348
H -4.486 -2.549 0.849
H -3.039 -3.086 -0.021
H -2.989 -2.868 1.732
H -2.150 -2.291 3.087
H -0.964 -1.029 3.425
H -2.144 -1.456 4.631
H -3.040 0.603 5.073
H -5.148 3.626 4.318
H -5.518 2.247 5.361
H -3.913 3.004 5.444
H -5.207 2.816 2.077
H -5.136 2.209 -0.155
H -3.632 1.399 -0.580
H -5.156 0.456 -0.489
H 0.877 2.741 0.410
H 1.320 3.300 -2.117
H -1.213 3.528 -4.513
H 0.445 3.023 -4.339
H -0.795 1.783 -4.591
H 2.131 -1.764 1.638
H 0.566 -2.281 2.232
H 0.773 -1.554 0.584
H 2.535 -0.582 3.542
C 5.252 -0.623 -2.987
C 4.073 0.097 -2.342
C 4.161 1.600 -2.557
O 2.946 -0.356 -3.125
B 2.336 -1.261 -2.294
C 1.245 -2.170 -2.852
C 1.728 -3.313 -3.488
C 0.874 -4.013 -4.327
C 1.504 -5.031 -5.257
F 0.595 -5.660 -6.059
F 2.406 -4.406 -6.088
F 2.180 -6.011 -4.570
C -0.500 -3.778 -4.300
C -0.974 -2.701 -3.554
C -2.458 -2.504 -3.460
F -2.946 -2.764 -2.193
F -2.784 -1.199 -3.742
F -3.152 -3.306 -4.319
C -0.109 -1.810 -2.913
O 2.584 -1.102 -0.946
C 3.784 -0.327 -0.824
C 4.787 -1.235 -0.158
C 3.604 0.842 0.118
H 6.218 -0.311 -2.578
H 5.145 -1.713 -2.898
H 5.234 -0.420 -4.066
H 5.030 2.029 -2.036
H 4.231 1.818 -3.632
H 3.252 2.104 -2.198
H 2.776 -3.606 -3.389
H -1.182 -4.372 -4.899
H -0.459 -0.842 -2.555
H 5.781 -0.802 -0.090
H 4.462 -1.434 0.862
H 4.851 -2.196 -0.664
H 4.564 1.350 0.261
H 2.878 1.583 -0.210
H 3.272 0.523 1.107

Properties
HOMO level in eV: -7.72
LUMO level in eV: 0.24
Net charge: 0
Spin multiplicity: 1
Frontier orbital gap in eV: 8.0
ΔE to the lowest compared entry with this formula, charge and spin in kcal/mol: 0.00
SMILES: Cc1cc(C)c([C@H](C[C@@H](C)c2c(C)cc(C)cc2C)c2ccc(C)s2)c(C)c1.CC1(C)OB(c2cc(C(F)(F)F)cc(C(F)(F)F)c2)OC1(C)C
Largest force on an atom in eV Å⁻¹: 5.20

=====

(2)
Density functional theory data (wB97M-V/def2-TZVPD) for the ion C10H18NO2 with charge +1 at a distorted geometry.

Atoms and positions in Å:
C -2.927 0.701 -0.650
C -2.166 -0.115 1.669
C 0.310 2.042 0.297
C -0.464 -0.174 -0.556
C -1.765 0.581 0.362
C 0.824 0.601 -0.014
C 1.089 -0.058 1.289
C 1.985 0.374 -0.929
C 0.193 -2.338 -1.687
C -0.592 -1.662 -0.567
N -1.172 1.988 0.552
O -3.321 1.735 -1.053
O -2.548 -1.240 1.723
H -3.346 -0.305 -1.008
H -2.201 0.392 2.689
H 0.712 2.364 1.306
H 0.466 2.871 -0.429
H -0.645 0.108 -1.626
H 0.520 0.123 2.145
H 2.131 0.195 1.801
H 1.224 -1.069 1.057
H 2.237 -0.625 -0.674
H 2.874 1.013 -0.870
H 1.776 0.527 -1.989
H 1.374 -2.491 -1.453
H 0.065 -1.806 -2.595
H -0.072 -3.400 -1.741
H -0.510 -2.004 0.417
H -1.725 -1.820 -0.793
H -1.463 2.275 1.509
H -1.750 2.674 0.101

Properties
HOMO level (alpha / beta) in eV: -10.65 / -14.24
LUMO level (alpha / beta) in eV: -3.06 / -6.89
Net charge: +1
Spin multiplicity: 3
Frontier orbital gap (alpha / beta) in eV: 7.6 / 7.4
ΔE to the lowest compared entry with this formula, charge and spin in kcal/mol: 36.95
Largest force on an atom in eV Å⁻¹: 8.34

=====

(3)
Density functional theory data (wB97M-V/def2-TZVPD) for a structure of composition C32H34InN7O3S.

Atoms and positions in Å:
In -0.384 -0.182 0.532
C -1.104 -6.188 -2.996
C -0.779 -4.780 -2.578
C -0.801 -3.721 -3.479
C -0.493 -2.408 -3.142
C -0.483 -1.434 -4.291
N -0.208 0.597 -3.718
C -0.043 2.046 -3.927
C -0.676 2.808 -2.761
C -2.085 3.343 -3.033
N -2.920 3.346 -1.813
C -2.556 3.588 -0.611
C -1.214 4.007 -0.186
C -0.657 5.267 -0.306
C 0.634 5.520 0.166
C 1.234 6.898 0.073
C 1.319 4.474 0.766
C 0.787 3.182 0.879
C 1.514 2.179 1.636
N 1.238 0.934 1.793
C 2.038 0.256 2.838
C 2.329 -1.218 2.602
C 1.078 -2.091 2.529
N 0.504 -2.008 1.189
C 0.370 -3.063 0.476
C -0.088 -3.162 -0.890
C -0.385 -4.474 -1.296
C -0.177 -2.084 -1.806
O 0.079 -0.811 -1.454
C -0.492 2.935 0.365
O -1.071 1.766 0.326
H -1.674 -6.201 -3.923
H -1.687 -6.698 -2.231
H -0.192 -6.764 -3.158
H -1.055 -3.935 -4.512
H -0.616 -1.986 -5.217
H -0.170 0.324 -2.706
H -0.474 2.304 -4.894
H 1.026 2.247 -3.983
H -0.012 3.612 -2.453
H -0.758 2.115 -1.921
H -2.612 2.698 -3.736
H -2.067 4.347 -3.457
H -3.864 2.986 -1.925
H -3.302 3.378 0.153
H -1.233 6.077 -0.742
H 0.844 7.441 -0.786
H 2.317 6.845 -0.019
H 1.007 7.484 0.965
H 2.305 4.666 1.176
H 2.371 2.578 2.186
H 1.480 0.354 3.774
H 2.983 0.789 2.967
H 2.942 -1.556 3.438
H 2.920 -1.353 1.693
H 0.333 -1.738 3.248
H 1.309 -3.130 2.772
H 0.641 -4.015 0.939
H -0.297 -5.269 -0.564
O -4.076 0.712 -0.095
C -3.229 0.004 0.336
N -2.388 -0.727 0.771
N -4.801 0.108 -3.199
C -3.628 0.077 -3.827
N -2.491 -0.164 -3.273
C -1.434 -0.190 -4.208
C 0.700 -0.434 -4.360
C 1.131 -0.069 -5.748
C 0.314 0.306 -6.733
C -1.136 0.465 -6.665
C -1.897 0.269 -5.583
S -3.635 0.460 -5.571
H -4.839 -0.086 -2.209
H -5.659 0.263 -3.699
H 1.551 -0.646 -3.718
H 2.190 -0.155 -5.955
H 0.756 0.519 -7.698
H -1.624 0.768 -7.584

Properties
HOMO level in eV: -13.04
LUMO level in eV: -5.57
Net charge: +2
Spin multiplicity: 1
Frontier orbital gap in eV: 7.5
ΔE to the lowest compared entry with this formula, charge and spin in kcal/mol: 32.10
Largest force on an atom in eV Å⁻¹: 0.37

=====

(4)
Density functional theory data (wB97M-V/def2-TZVPD) for a structure of composition C19H46Br2CaCsF4N5O9P2S2 at a distorted geometry.

Atoms and positions in Å:
C 3.959 -0.936 -0.290
C 3.947 -0.833 -1.956
P 3.615 0.951 -2.553
C 5.022 2.141 -2.020
C 4.568 3.706 -2.262
C 1.912 1.616 -2.000
N 1.387 2.089 -0.658
C 2.182 2.134 0.641
C 2.122 3.680 1.185
C 3.611 4.050 1.799
Br 3.732 3.619 3.762
N 0.034 2.484 -0.684
C -0.347 2.249 -2.140
C -1.889 2.543 -2.615
C -3.047 2.063 -1.559
C -2.850 0.558 -0.942
C -3.356 0.470 0.649
C -2.540 1.493 1.644
O -3.196 2.804 1.840
C -2.222 3.915 1.657
N 0.765 1.713 -3.020
P 0.797 1.291 -4.768
S -0.243 2.597 -5.837
H 2.884 -0.774 0.144
H 4.491 -1.919 0.060
H 4.642 -0.040 0.086
H 5.011 -1.232 -2.323
H 3.081 -1.540 -2.340
H 5.371 1.905 -0.928
H 5.940 1.902 -2.745
H 3.557 3.797 -2.880
H 4.493 4.235 -1.200
H 5.438 4.262 -2.848
H 1.628 1.455 1.441
H 3.258 1.727 0.424
H 1.807 4.377 0.275
H 1.249 3.811 1.988
H 4.396 3.434 1.187
H 3.814 5.191 1.606
H -2.142 2.133 -3.692
H -1.988 3.729 -2.699
H -4.068 2.038 -2.177
H -3.173 2.916 -0.768
H -1.750 0.158 -0.939
H -3.491 -0.229 -1.554
H -3.056 -0.631 0.998
H -4.520 0.555 0.749
H -2.531 0.973 2.718
H -1.396 1.626 1.362
H -1.829 4.006 0.557
H -2.739 4.953 1.922
H -1.318 3.791 2.425
H 2.180 1.423 -5.219
H 0.363 -0.089 -5.023
C -3.706 1.280 5.650
O -2.558 1.616 4.893
H -3.398 0.712 6.531
H -4.214 2.194 5.969
H -4.379 0.669 5.043
H -2.863 2.119 4.119
O 1.943 -0.698 1.944
H 1.217 -0.459 2.491
Cs -1.120 -0.394 2.256
C -2.201 -4.544 -2.530
N -2.472 -3.313 -1.740
O -2.748 -2.285 -2.369
O -2.400 -3.413 -0.509
H -2.299 -4.310 -3.593
H -1.184 -4.867 -2.299
H -2.934 -5.296 -2.232
F 5.780 5.296 -1.522
Ca -1.720 -4.025 -5.219
C -5.629 -3.155 3.473
O -5.936 -2.616 4.644
H -6.465 -3.487 2.834
H -5.063 -2.530 2.762
H -5.006 -4.066 3.484
Br -7.865 -4.419 2.418
C 2.923 -7.935 -3.520
F 2.171 -8.101 -2.385
F 3.678 -6.810 -3.305
F 3.811 -8.982 -3.534
S 1.888 -7.835 -5.072
O 1.008 -6.673 -4.884
O 1.157 -9.107 -5.141
O 2.846 -7.660 -6.173
N 0.035 -0.248 7.407
H -0.415 0.197 6.598
H 0.332 0.474 8.073
H -0.631 -0.883 7.863
H 0.854 -0.781 7.091

Properties
HOMO level in eV: -5.44
LUMO level in eV: -4.00
Net charge: 0
Spin multiplicity: 1
Frontier orbital gap in eV: 1.4
Largest force on an atom in eV Å⁻¹: 8.18

=====

(5)
Density functional theory data (wB97M-V/def2-TZVPD) for the molecule C4H5FS at a distorted geometry.

Atoms and positions in Å:
F -0.300 1.533 -1.227
C 0.047 1.213 0.110
C -1.085 0.448 0.693
C -1.001 -0.845 0.610
S 0.470 -1.411 -0.057
C 1.201 0.243 0.134
H 0.286 2.200 0.550
H -2.018 0.977 0.977
H -1.720 -1.622 0.846
H 1.823 0.439 1.021
H 1.842 0.436 -0.717

Properties
HOMO level in eV: -8.57
LUMO level in eV: 0.89
Net charge: 0
Spin multiplicity: 1
Frontier orbital gap in eV: 9.5
ΔE to the lowest compared entry with this formula, charge and spin in kcal/mol: 0.00
SMILES: F[C@H]1C=CSC1
Largest force on an atom in eV Å⁻¹: 3.56

=====

(6)
Density functional theory data (wB97M-V/def2-TZVPD) for a cluster of 4 separate species, C12H33ClN3O7 in total at a distorted geometry.

Atoms and positions in Å:
Cl -0.947 0.946 -1.299
O -1.622 -0.209 -0.778
O -0.088 1.322 -0.226
O -0.171 0.679 -2.520
O -1.912 1.970 -1.500
C -1.698 -0.655 3.275
C -0.229 -1.150 3.452
C 0.037 -2.699 3.244
O 0.557 -3.358 4.362
C 1.897 -2.924 4.789
N 0.521 -0.224 2.599
H -1.808 0.135 4.017
H -2.406 -1.359 3.712
H -2.086 -0.383 2.293
H 0.024 -0.874 4.476
H 0.703 -2.889 2.403
H -0.898 -3.208 3.013
H 2.102 -3.637 5.588
H 2.123 -1.921 5.153
H 2.647 -3.106 4.020
H -0.179 0.319 2.113
H 0.832 -0.787 1.821
C -2.648 -6.367 -2.098
C -2.612 -4.896 -2.254
C -2.399 -4.066 -0.968
O -3.476 -4.441 -0.034
C -3.116 -3.733 1.184
N -1.518 -4.705 -3.143
H -3.588 -6.668 -1.635
H -1.920 -6.834 -1.435
H -2.517 -6.874 -3.054
H -3.481 -4.451 -2.738
H -2.525 -3.026 -1.270
H -1.438 -4.256 -0.490
H -2.090 -3.883 1.518
H -3.720 -4.058 2.031
H -3.251 -2.685 0.917
H -0.680 -5.067 -2.711
H -1.632 -5.419 -3.847
C 1.781 7.062 -3.264
C 2.904 6.937 -2.231
C 3.542 5.548 -2.091
O 2.575 4.549 -1.998
C 1.962 4.339 -0.660
N 3.863 8.015 -2.505
H 0.962 6.355 -3.134
H 2.182 6.758 -4.230
H 1.402 8.084 -3.311
H 2.325 7.049 -1.314
H 4.133 5.513 -1.176
H 4.192 5.432 -2.959
H 2.705 3.984 0.054
H 1.030 3.775 -0.629
H 1.739 5.313 -0.225
H 3.223 8.785 -2.377
H 4.690 7.945 -1.929

Properties
HOMO level in eV: -5.94
LUMO level in eV: 2.80
Net charge: -1
Spin multiplicity: 1
Frontier orbital gap in eV: 8.7
ΔE to the lowest compared entry with this formula, charge and spin in kcal/mol: 53.61
Largest force on an atom in eV Å⁻¹: 3.03

=====

(7)
Density functional theory data (wB97M-V/def2-TZVPD) for the ion C8H18N3O3 with charge +1 at a distorted geometry.

Atoms and positions in Å:
C -1.477 2.468 1.904
C -2.115 1.079 2.021
O -1.550 0.268 3.034
C -0.212 -0.093 2.844
C 0.016 -1.119 1.750
O -0.019 -0.592 0.418
C 1.080 0.187 0.073
N 1.362 -0.064 -1.350
C 2.206 -1.260 -1.583
O 2.025 -1.719 -2.880
C 0.689 -2.039 -3.142
N -0.055 -0.761 -3.145
C 0.290 0.107 -2.155
N -0.442 1.234 -1.997
H -0.916 2.561 0.973
H -2.218 3.257 1.938
H -0.769 2.624 2.715
H -3.161 1.189 2.294
H -2.107 0.560 1.060
H 0.440 0.774 2.689
H 0.111 -0.556 3.775
H -0.731 -1.903 1.823
H 0.997 -1.576 1.919
H 0.889 1.246 0.223
H 1.978 -0.077 0.633
H 3.247 -0.964 -1.495
H 1.972 -2.023 -0.837
H 0.645 -2.472 -4.132
H 0.294 -2.723 -2.389
H -1.064 -0.901 -3.121
H -1.444 1.188 -2.014
H 0.037 2.101 -1.847

Properties
HOMO level in eV: -12.66
LUMO level in eV: -3.52
Net charge: +1
Spin multiplicity: 1
Frontier orbital gap in eV: 9.1
ΔE to the lowest compared entry with this formula, charge and spin in kcal/mol: 6.60
SMILES: CCOCCOCN1COCNC1=[NH2+]
Largest force on an atom in eV Å⁻¹: 1.56

=====

(8)
Density functional theory data (wB97M-V/def2-TZVPD) for a cluster of 2 separate species, C2H6N2S3 in total at a distorted geometry.

Atoms and positions in Å:
C 0.550 -0.464 -1.691
C -1.114 0.924 2.695
N 1.031 0.208 -0.656
N -0.419 -1.266 -1.455
S 1.238 0.145 -3.242
S -1.160 -2.634 -1.792
S -0.203 -0.472 2.156
H -0.679 1.218 3.614
H -2.074 0.626 2.998
H -0.954 1.734 2.030
H 0.886 -0.005 0.265
H 1.702 0.865 -0.795
H 1.196 -0.879 -4.128

Properties
HOMO level (alpha / beta) in eV: -6.83 / -6.83
LUMO level (alpha / beta) in eV: -3.14 / -3.08
Net charge: 0
Spin multiplicity: 1
Frontier orbital gap (alpha / beta) in eV: 3.7 / 3.8
ΔE to the lowest compared entry with this formula, charge and spin in kcal/mol: 96.00
Largest force on an atom in eV Å⁻¹: 3.81

=====

(9)
Density functional theory data (wB97M-V/def2-TZVPD) for a structure of composition C25H28AsBCl2F6N8O4RbS2 at a distorted geometry.

Atoms and positions in Å:
Rb 1.434 0.898 0.019
B 1.822 5.038 1.910
N 0.534 4.327 2.437
C -0.379 4.806 3.302
C -1.358 3.843 3.480
C -0.932 2.780 2.663
N 0.205 3.088 2.042
N 3.057 4.166 2.281
C 3.874 4.328 3.341
C 4.809 3.311 3.328
C 4.466 2.559 2.187
N 3.415 3.084 1.568
H 1.917 6.101 2.501
H 1.760 5.165 0.710
H -0.273 5.792 3.727
H -2.233 3.898 4.108
H -1.389 1.814 2.494
H 3.738 5.151 4.026
H 5.610 3.136 4.029
H 4.941 1.675 1.786
C -4.254 -5.308 4.561
C -3.575 -4.393 3.572
C -3.450 -4.763 2.234
C -2.785 -3.944 1.335
C -2.240 -2.744 1.773
C -2.353 -2.360 3.098
C -3.028 -3.183 3.988
S -1.350 -1.737 0.596
O -1.065 -0.479 1.243
O -2.173 -1.705 -0.587
N 0.003 -2.512 0.251
C 0.646 -3.219 1.240
C 1.263 -2.106 2.496
O 0.800 -2.418 3.581
O 2.018 -1.280 2.020
H -4.915 -6.012 4.055
H -4.841 -4.741 5.286
H -3.511 -5.885 5.118
H -3.879 -5.700 1.896
H -2.684 -4.212 0.289
H -1.896 -1.432 3.418
H -3.119 -2.890 5.028
H 1.555 -3.689 0.865
H 0.037 -3.896 1.839
C -2.709 3.624 -3.407
N -2.595 2.248 -3.835
C -3.202 1.673 -4.934
C -2.822 0.391 -4.975
N -1.973 0.166 -3.893
C -1.825 1.330 -3.152
S -1.056 1.694 -1.735
C -1.264 -1.054 -3.747
C -1.917 -2.254 -3.995
C -1.171 -3.416 -3.916
C 0.169 -3.338 -3.575
C 0.705 -2.084 -3.316
N 0.006 -0.959 -3.415
H -3.403 4.137 -4.072
H -1.733 4.107 -3.433
H -3.064 3.662 -2.379
H -3.841 2.229 -5.598
H -3.043 -0.377 -5.694
H -2.980 -2.277 -4.197
H -1.641 -4.376 -4.095
H 0.782 -4.225 -3.482
H 1.743 -1.974 -3.022
F 2.450 0.697 -2.623
As 3.415 2.156 -2.528
F 2.346 2.809 -1.359
F 2.488 2.857 -3.812
F 4.434 3.548 -2.507
F 4.453 1.426 -3.748
F 4.443 1.410 -1.331
Cl 4.516 -3.088 -2.756
C 4.593 -1.508 -1.916
Cl 3.632 -1.506 -0.440
H 4.214 -0.752 -2.587
H 5.627 -1.325 -1.662

Properties
HOMO level (alpha / beta) in eV: -3.27 / -3.27
LUMO level (alpha / beta) in eV: 3.70 / 3.41
Net charge: -2
Spin multiplicity: 2
Frontier orbital gap (alpha / beta) in eV: 7.0 / 6.7
ΔE to the lowest compared entry with this formula, charge and spin in kcal/mol: 36.09
Largest force on an atom in eV Å⁻¹: 1.70

=====

no.,energy (eV)
1,-75226.612
2,-16234.125
3,-66306.332
4,-256484.840
5,-17781.034
6,-44295.144
7,-19193.107
8,-37652.416
9,-171688.126